Molecular formula: C16H51NO9
Method: DFT, ωB97M-V/def2-TZVPD

Properties
Kohn-Sham gap (spin up / spin down) ... 9.6 / 2.9 eV
Net charge ... +1
⟨S²⟩ ... 0.7546
HOMO level (spin up / spin down) ... -11.868 / -11.868 eV
2S+1 ... 2
E_LUMO (spin up / spin down) ... -2.29 / -8.93 eV
ΔE to the lowest compared entry with this formula, charge and spin ... 0.000 eV

Cartesian coordinates (Å):
H -12.32 -0.62 -40.23
H -16.27 4.49 -38.76
H -18.33 2.53 -38.90
H -13.73 1.85 -35.20
H -10.48 -1.90 -37.54
H -15.79 -2.21 -39.32
H -16.14 -0.11 -43.96
H -14.18 -4.69 -42.83
H -10.22 -0.17 -37.48
O -16.06 -0.64 -40.49
H -15.21 3.01 -40.96
H -16.17 -3.43 -38.52
C -12.76 -0.14 -39.35
H -21.98 0.77 -41.89
N -18.76 -2.33 -40.75
C -16.25 2.94 -41.28
O -16.01 2.51 -36.84
C -17.01 4.65 -39.55
H -17.04 0.04 -35.85
H -19.99 -1.37 -37.80
H -18.38 -3.18 -40.35
O -15.62 -2.65 -38.49
O -12.15 -4.25 -42.71
O -17.47 2.35 -39.27
H -17.90 -2.60 -42.73
H -19.13 0.44 -39.98
H -14.27 0.28 -34.90
O -21.21 0.42 -39.84
H -13.77 -2.22 -38.22
H -18.17 3.46 -40.94
C -17.32 3.31 -40.26
H -17.93 5.10 -39.20
H -14.57 1.16 -37.24
C -10.76 -0.95 -38.00
H -14.71 -3.62 -40.82
C -13.73 -3.42 -41.24
H -16.51 -2.35 -43.28
C -14.65 1.28 -35.13
C -13.38 -6.02 -41.27
H -17.95 -1.74 -40.61
H -14.16 -6.24 -40.54
H -10.30 -1.03 -38.99
C -22.24 0.47 -40.88
H -13.85 -0.13 -39.35
C -19.38 -1.93 -38.51
H -12.46 -6.01 -40.68
H -15.19 0.90 -43.35
H -16.48 2.36 -37.66
H -19.65 -2.98 -38.47
H -12.62 -0.36 -37.20
H -16.33 1.87 -41.44
H -20.76 -2.09 -40.10
H -19.76 -0.02 -41.41
C -15.37 1.31 -36.51
H -15.76 -0.34 -41.35
H -15.88 -0.86 -36.62
C -12.35 -0.91 -38.11
H -15.30 1.61 -34.32
H -12.48 0.91 -39.25
C -13.37 -4.60 -42.11
O -17.23 -2.97 -43.32
H -13.24 -6.88 -41.93
C -19.78 -1.64 -39.94
H -12.11 -4.52 -43.63
H -12.91 -3.34 -40.52
O -15.67 0.10 -43.15
H -16.45 0.13 -40.08
C -19.96 -0.16 -40.35
H -22.75 -0.49 -40.98
H -16.65 5.51 -40.13
H -22.94 1.27 -40.62
H -16.87 0.14 -37.65
H -13.69 -2.42 -41.66
H -16.36 3.35 -42.28
H -18.32 -1.75 -38.37
O -12.82 -2.17 -38.11
C -16.35 0.12 -36.69

=====

Molecular formula: C16H52N10O10
Method: DFT, ωB97M-V/def2-TZVPD

Properties
Kohn-Sham gap ... 8.6 eV
HOMO level ... -8.981 eV
E_LUMO ... -0.36 eV
SMILES ... NC(N)=O.NC(N)=O.NC(N)=O.NC(N)=O.NC(N)=O.CC(C)O.CC(C)O.CC(C)O.CO.CO
ΔE to the lowest compared entry with this formula, charge and spin ... 11.218 eV

Cartesian coordinates (Å):
H 1.40 -3.37 1.33
H 0.53 3.63 -1.06
C 3.05 1.79 1.10
H 3.04 -2.91 0.79
O -4.44 1.98 1.93
C -0.20 -2.29 -1.79
H 2.42 -0.76 -3.16
H -0.56 -1.24 -3.37
N -0.04 0.00 0.46
H -1.27 -2.82 5.10
H -3.09 -0.74 1.35
H 2.46 1.01 -3.07
N -0.70 3.10 -2.95
H 4.70 0.75 -1.83
C -1.33 -2.80 2.97
H -0.22 1.87 -2.00
H -2.09 2.39 2.02
N -0.82 -1.35 -2.41
C 3.17 1.24 -0.32
H 0.32 0.91 5.16
N -3.67 -0.17 2.72
H -1.57 -2.13 -0.32
N -2.25 1.47 2.34
H -0.23 -3.32 -0.08
C 4.61 1.25 -0.84
H -0.33 -2.35 2.70
H -4.00 -2.17 4.04
O -4.78 -0.42 -0.48
H -3.47 0.60 -2.22
H 2.98 -1.17 2.03
C 1.18 0.88 -5.83
H -1.35 3.23 -2.16
H 1.88 0.12 -0.41
H 3.12 0.10 -4.45
H 2.09 1.53 1.46
O 2.80 0.10 -0.44
C -1.89 -2.40 4.32
N -0.63 -2.50 -0.57
H -1.46 1.01 2.77
H -1.73 -0.91 -2.05
O 0.65 -1.02 -4.82
H -1.64 -0.51 0.38
H 0.26 0.69 -4.03
H -0.36 -0.59 3.43
C 0.47 3.70 -3.06
N 1.06 3.81 -1.90
H 0.16 0.09 1.47
O -1.63 -1.20 4.44
O 2.11 -1.53 2.01
H -4.67 -0.45 2.85
O -0.04 2.49 0.36
C -3.49 1.08 2.38
H -3.44 -3.90 4.05
C 2.09 -2.54 1.07
H 1.83 -2.16 0.06
N -0.18 1.01 -1.43
C 1.04 0.13 -4.55
C -0.05 1.19 -0.14
C -3.33 -2.91 4.51
H 1.33 1.91 -5.58
H -2.04 -2.56 2.23
H -1.24 -3.92 2.83
H 2.00 0.57 -6.49
H 4.87 2.29 -0.97
O 0.73 -2.97 -2.43
N -2.80 0.08 -1.58
H 1.31 1.61 3.94
H 3.81 1.38 1.72
H -0.07 0.13 -1.99
H -1.85 0.47 -1.50
H 3.05 2.85 1.01
C 2.28 0.12 -3.73
O 0.08 0.21 3.17
H 5.34 0.79 -0.19
H -1.55 -0.95 5.34
C 0.87 0.71 4.27
H 2.57 1.77 -1.06
H 1.72 0.03 4.32
N -2.65 -0.83 0.35
H 2.04 4.13 -1.82
H 0.23 0.84 -6.34
H -3.52 -2.82 5.55
H 1.31 -1.42 -5.39
H -1.10 2.89 -3.87
H -2.93 -0.62 3.28
C -3.45 -0.33 -0.54
H 0.17 -0.87 -0.01
O 1.05 3.96 -4.28

=====

Molecular formula: C16H52O16
Method: DFT, ωB97M-V/def2-TZVPD

Properties
Kohn-Sham gap (spin up / spin down) ... 8.3 / 2.0 eV
Net charge ... +1
⟨S²⟩ ... 0.7562
HOMO level (spin up / spin down) ... -11.518 / -11.518 eV
2S+1 ... 2
E_LUMO (spin up / spin down) ... -3.17 / -9.56 eV

Cartesian coordinates (Å):
C 0.48 3.31 -2.41
H -1.44 -2.71 -3.10
H -0.04 5.15 -2.78
O 2.64 2.30 2.19
H -3.33 -3.78 -3.38
H 0.38 -1.53 -2.33
H -2.31 0.93 -0.19
H 4.38 -0.88 -2.29
C -0.94 0.93 5.11
H -4.38 2.02 -1.80
C -0.61 0.96 3.58
C -4.33 2.80 0.26
O -0.73 -2.49 3.51
C 4.43 2.34 -1.97
O 4.70 -0.07 -1.91
H -0.15 1.66 -3.76
O -1.41 -4.01 -0.58
C 0.95 -1.25 -3.21
H 0.00 0.86 5.65
H 1.43 -0.29 -3.02
H -3.70 2.84 1.15
H 0.08 0.17 3.29
C 3.48 1.28 2.76
H -0.99 3.10 -5.42
C 0.17 -0.51 0.34
H 1.19 -2.51 4.00
H 5.15 2.28 -1.15
H -2.28 -2.68 0.73
H -1.59 -2.39 3.92
H -2.83 -4.34 0.94
H -1.30 1.93 5.37
H -6.28 3.00 -0.05
H 0.20 -0.81 1.39
H 2.60 -1.93 -4.48
H 3.43 1.42 3.84
O -3.13 0.80 -0.67
O -3.33 -3.27 -2.56
O 0.06 4.59 -2.01
H 0.55 1.42 0.57
C -1.98 -3.72 0.66
H 0.55 2.67 -1.53
C 0.27 -2.76 4.53
H -2.25 -1.45 -2.07
H 3.35 0.80 -3.23
C -2.38 -2.24 -2.81
C -3.68 2.08 -0.97
H -2.73 0.20 5.30
H -0.59 -1.19 -0.04
H -1.71 -4.25 5.14
O -0.96 -4.56 5.65
H 6.03 2.60 -3.19
H 1.04 -0.92 -0.18
H 2.94 0.80 -1.53
H -1.53 2.72 -3.24
H 1.46 3.33 -2.89
O -1.86 0.04 5.66
H 3.06 0.35 2.40
H 4.48 1.46 2.36
H -4.28 3.84 -0.07
O 0.06 -1.11 -4.23
C 0.24 -4.23 4.94
H 0.51 -4.94 4.15
H -0.64 2.76 2.82
H -2.85 2.72 -1.28
H 1.82 2.33 2.69
H 3.63 -3.06 -2.72
H -2.06 -3.69 -1.22
O 5.12 2.90 -3.12
H -1.20 -3.77 1.42
O -5.67 2.53 0.53
C 2.09 -2.26 -3.58
H 3.62 3.00 -1.68
O -0.39 3.39 -4.73
H 0.01 -2.08 5.34
H 1.66 -3.23 -3.83
H -2.72 -1.78 -3.73
C 3.76 0.95 -2.23
O 0.02 2.16 3.17
O -0.11 0.88 0.12
H 1.02 -4.38 5.68
C -0.46 2.66 -3.47
O 3.08 -2.29 -2.56
H 0.60 -0.78 -4.95
H -1.52 0.88 2.98

=====

Molecular formula: C16H53N3O9
Method: DFT, ωB97M-V/def2-TZVPD

Properties
Kohn-Sham gap ... 9.5 eV
HOMO level ... -8.854 eV
E_LUMO ... 0.63 eV
SMILES ... COC[C@H](C)N.COC[C@H](C)N.COC[C@H](C)N.CCO.CCO.O.O.O.O
ΔE to the lowest compared entry with this formula, charge and spin ... 0.644 eV

Cartesian coordinates (Å):
H -1.48 1.14 0.84
H 0.07 -4.60 -1.50
H -2.16 1.04 2.42
H -0.53 -6.26 -1.16
H 2.51 3.42 5.07
H -0.42 -2.34 -2.90
H -3.43 2.55 -0.27
H 5.58 3.57 -2.66
H -2.07 -6.22 0.90
C -1.78 -4.58 -0.32
C 4.02 2.19 -2.34
H 1.83 1.78 5.16
C 0.91 -0.79 -2.99
C 3.94 -0.80 -0.25
O 0.71 -1.85 0.38
O 2.14 2.83 2.62
H 5.40 1.09 -1.21
C 1.60 2.84 5.02
H 5.69 1.22 -3.39
H -5.10 4.25 1.90
H 2.07 1.04 -0.12
H -3.96 -2.01 -1.00
H -0.35 0.20 -1.54
H 1.17 -0.69 -4.07
H 1.01 3.34 5.78
O 1.24 1.17 0.41
O 1.81 -2.82 2.73
N 4.59 3.50 -2.51
H 3.82 -0.67 0.84
C -6.02 2.02 -0.50
H 4.19 0.38 -3.48
H 2.29 -0.66 3.38
H 1.49 1.95 0.99
H 1.74 -3.77 3.01
C -5.30 2.50 0.81
H 4.28 1.79 -4.45
H 2.14 0.07 1.98
H -3.64 -4.05 -1.44
H -5.89 2.75 -1.30
H -5.62 1.04 -0.71
N -2.60 -5.45 0.50
C -2.55 -4.05 -1.55
H -2.35 -4.62 -2.46
H -2.02 -0.39 1.54
H 1.05 4.27 3.57
O -2.11 -2.68 -1.74
H 2.54 2.03 3.02
H -2.69 -0.80 -1.30
C 4.36 1.47 -1.08
C -0.39 -5.24 -0.75
C -2.26 0.64 1.41
H -3.32 2.87 1.45
N -5.65 3.92 1.15
C 1.15 3.16 3.62
H 0.05 1.28 -2.86
H 3.31 -1.63 -0.60
H -5.49 4.59 0.38
H 1.73 -0.55 -2.35
H 0.19 2.71 3.40
H -7.11 1.84 -0.34
H 0.78 -0.86 0.24
H 4.34 4.16 -1.81
H -3.23 -5.02 1.13
O 3.48 0.36 -0.88
H -1.13 -0.03 -3.17
H -5.75 1.84 1.62
H -1.63 -3.70 0.29
H 1.29 -2.81 1.95
O 0.49 -2.10 -2.62
C -0.17 0.19 -2.62
H -2.61 -1.73 0.12
H 0.21 -5.35 0.11
C -3.83 2.23 0.71
C -2.88 -1.79 -0.94
H 0.57 -2.06 -0.56
H 2.92 2.20 -2.40
C 4.58 1.35 -3.47
O 2.53 0.20 2.91
O -3.55 0.83 0.87
H 4.26 2.06 -0.15
H 4.99 -0.92 -0.49

=====

Molecular formula: C16H54N2O10
Method: DFT, ωB97M-V/def2-TZVPD

Properties
Kohn-Sham gap ... 9.2 eV
HOMO level ... -8.896 eV
E_LUMO ... 0.33 eV
SMILES ... COC[C@H](C)N.COC[C@H](C)N.CO.CO.CO.CO.CO.CO.CO.CO
ΔE to the lowest compared entry with this formula, charge and spin ... 3.657 eV

Cartesian coordinates (Å):
C 2.65 2.53 -3.28
H -4.35 3.81 -0.28
H 0.09 -0.01 0.53
O 2.21 2.34 -1.92
H -1.09 4.34 -1.55
H 3.70 -0.81 2.01
H -3.28 -0.34 -2.76
H -0.10 -2.75 1.06
H 3.91 4.32 -5.29
C -2.31 0.13 -3.05
H -1.01 -1.60 3.12
H -1.87 2.10 3.36
H -1.51 -0.23 -2.37
H -2.75 4.06 0.01
O 0.52 -4.37 -0.02
H -2.39 2.25 1.66
H 0.85 0.88 -2.35
H -4.01 -5.05 1.95
H 0.31 -0.09 4.30
O -1.22 3.74 2.29
H -1.99 -4.90 3.65
H 2.08 -5.42 -1.04
N 5.09 2.37 -2.66
C 4.07 3.20 -3.32
H -1.28 -0.91 -0.12
H 1.92 3.19 -3.80
C -2.24 -4.62 2.63
C -1.83 4.36 -2.34
C -0.16 -0.97 4.79
H -4.52 -1.77 1.62
C 1.59 -4.43 -1.01
H 5.54 3.98 -4.67
H 1.16 -4.23 -1.99
H 0.56 -3.98 4.01
H -3.01 -1.06 2.24
H 0.10 -5.23 -0.03
H 0.66 1.73 -0.75
H 0.09 2.51 -2.19
H 1.26 -4.47 1.90
C -2.82 2.06 -1.83
H 4.73 2.75 -5.47
C -3.02 3.57 -1.95
H -2.02 -0.26 -4.02
H 2.22 -3.92 4.49
H 1.59 -2.79 3.27
N -3.48 4.11 -0.68
H 2.64 1.56 -3.76
H 3.75 -2.53 1.57
H 5.90 2.90 -2.38
H -2.13 5.39 -2.51
H 4.47 -0.19 0.07
O -3.13 -5.45 1.98
O -2.42 1.52 -3.05
H 2.32 -3.64 -0.76
H -2.67 -3.62 2.74
H -2.06 1.80 -1.07
H -1.40 3.95 -3.26
C 4.52 3.58 -4.77
H 0.43 -1.38 -0.50
H -3.79 1.65 -1.47
H -0.33 3.86 2.67
O -0.26 -1.86 1.41
C -3.78 -0.97 1.47
H -0.41 -0.59 5.79
O 1.85 -4.74 2.60
H -0.69 1.78 2.01
H 0.60 -1.73 4.90
H 3.97 4.17 -2.82
H -4.76 0.42 2.34
O -1.28 -1.46 4.04
O 4.60 -1.14 0.20
C 1.57 -3.82 3.63
C -0.27 -0.99 0.25
H 5.35 1.67 -3.33
H -3.87 3.72 -2.66
C 3.64 -1.51 1.18
H -1.28 -4.54 2.08
O -4.36 0.34 1.46
H -3.36 -1.14 0.47
H 2.63 -1.41 0.78
C 0.88 1.85 -1.81
C -1.53 2.39 2.35

=====

For each record above, in turn, the calculated max |F| values are 4.832; 13.513; 3.231; 2.538; 2.067 eV Å⁻¹.